1.
Density functional theory data (the ωB97M-V functional and the def2-TZVPD basis) for a structure of composition C15H14N2O3PtS.

## Properties
E_tot: -38979.780 eV
gap between HOMO and LUMO (alpha / beta): 6.44 / 6.76 eV
HOMO (alpha / beta): -6.1161 / -8.8884 eV
⟨S²⟩: 6.05

Geometry as ORCA input:
```
! RIJCOSX wB97M-V def2-TZVPD def2/J DEFGRID3
* xyz 0 5
C 0.95319 -1.46970 -1.78698
C -0.44161 -1.20872 -2.02664
C -1.22272 -1.94303 -1.03235
C -0.25105 -2.51698 -0.09222
C 1.07605 -2.22783 -0.59712
Pt -0.56737 -0.29037 0.15139
C -1.34733 1.41704 -0.91348
C 0.06252 2.02228 -0.91222
C 0.55480 2.98643 -1.76170
N 0.71107 1.29902 -0.02737
H -2.30070 -2.08395 -1.00265
H -0.87457 -0.70620 -2.89290
H -0.52466 -3.19924 0.70422
H 1.99686 -2.58523 -0.13674
H 1.76966 -1.14983 -2.43710
H -1.76348 1.28110 -1.91666
H 1.69630 1.42391 0.18934
H -2.02055 1.92717 -0.21522
H -0.10468 3.34403 -2.54190
H 1.57122 3.34094 -1.60558
O -0.07970 -2.35658 2.68666
C -0.19411 -1.17784 3.04133
N -0.28393 -0.09955 2.16122
S -0.33887 1.44662 2.83531
O 0.92139 2.13810 2.74109
O -1.56616 2.11050 2.47082
C -0.43730 0.71568 4.45490
C -0.61306 1.40896 5.64714
C -0.63075 0.68465 6.84771
C -0.45685 -0.71171 6.82254
C -0.28476 -1.38831 5.62082
C -0.27300 -0.65548 4.42281
H -0.74840 2.48612 5.62448
H -0.79725 1.19769 7.79193
H -0.47381 -1.25725 7.76993
H -0.17247 -2.47496 5.57468
*
```

***

2.
Density functional theory data (the ωB97M-V functional and the def2-TZVPD basis) for a structure of composition C15H14N2O6W.

## Properties
E_tot: -32858.462 eV
gap between HOMO and LUMO (alpha / beta): 7.57 / 7.52 eV
HOMO (alpha / beta): -15.4028 / -15.3996 eV

Geometry as ORCA input:
```
! RIJCOSX wB97M-V def2-TZVPD def2/J DEFGRID3
* xyz 2 1
W 0.47277 -0.16368 -0.41698
O 3.91982 -3.10271 3.79699
C 3.18263 -2.55011 2.85733
C 2.10297 -3.19860 2.22503
C 1.42325 -2.50324 1.25517
N 1.75470 -1.25928 0.92920
C 2.76855 -0.62758 1.51573
C 3.51756 -1.22777 2.49293
C 2.89210 0.78150 0.98832
O 3.63764 1.62859 1.31011
O 1.87800 0.98724 0.02998
C 0.21836 -2.94536 0.46409
O -0.43104 -3.91482 0.60137
O -0.09351 -1.94297 -0.46589
H 3.67168 -4.01168 4.01661
H 1.81257 -4.20872 2.48536
H 4.34191 -0.72298 2.97884
O -0.83698 0.26516 1.14847
C -2.29608 0.38727 0.91381
C -2.68796 1.80938 0.60290
C -1.80608 2.51450 -0.43726
C -1.62328 1.83849 -1.76977
C -2.37279 2.21915 -2.86820
C -2.09878 1.68505 -4.11950
C -1.03772 0.80156 -4.26443
C -0.32443 0.45740 -3.14512
N -0.63098 0.92098 -1.90187
H -0.54179 0.82501 1.88160
H -2.78483 0.00851 1.80904
H -2.48043 -0.30209 0.09053
H -2.68445 2.40584 1.51753
H -3.72644 1.78382 0.26401
H -0.81710 2.72838 -0.02107
H -2.26271 3.48630 -0.62254
H -3.15700 2.95326 -2.74600
H -2.68580 1.98408 -4.97776
H -0.75884 0.40080 -5.22827
H 0.54449 -0.19071 -3.19031
*
```

***

3.
Density functional theory data (the ωB97M-V functional and the def2-TZVPD basis) for the molecule C15H14N4O.

## Properties
E_tot: -23789.975 eV
gap between HOMO and LUMO: 9.33 eV
SMILES: Cc1ccccc1NC(=O)Cn1nnc2ccccc21
HOMO: -8.6897 eV

Geometry as ORCA input:
```
! RIJCOSX wB97M-V def2-TZVPD def2/J DEFGRID3
* xyz 0 1
C -0.24755 -1.23792 -3.46810
C 0.83960 -1.93702 -2.70919
C 1.03715 -3.30206 -2.88738
C 2.04505 -3.97749 -2.22606
C 2.89085 -3.29079 -1.37059
C 2.71055 -1.93561 -1.17493
C 1.68455 -1.25984 -1.82729
N 1.55071 0.13475 -1.60828
C 0.54972 0.80025 -0.99136
O 0.56005 2.00485 -0.87142
C -0.58345 -0.06364 -0.41842
N -0.80055 0.28926 0.95201
N -0.32105 -0.47349 1.94482
N -0.57833 0.04586 3.07178
C -1.25010 1.21578 2.87578
C -1.76224 2.15993 3.76614
C -2.40339 3.24706 3.22357
C -2.54276 3.41263 1.83672
C -2.04897 2.49604 0.93837
C -1.39819 1.39319 1.47746
H -1.22216 -1.46682 -3.03728
H -0.25649 -1.57918 -4.50129
H -0.10899 -0.15993 -3.45704
H 0.38808 -3.83608 -3.56607
H 2.17621 -5.03719 -2.38318
H 3.68528 -3.80870 -0.85610
H 3.35719 -1.38654 -0.50696
H 2.35211 0.70699 -1.84567
H -0.32453 -1.12295 -0.44827
H -1.49770 0.12451 -0.99053
H -1.65050 2.02800 4.82998
H -2.81337 4.00372 3.87624
H -3.05248 4.29075 1.46881
H -2.13895 2.63292 -0.12724
*
```

***

4.
Density functional theory data (the ωB97M-V functional and the def2-TZVPD basis) for a structure of composition C15H15AsBO4S4Tc.

## Properties
E_tot: -131029.903 eV
gap between HOMO and LUMO: 5.88 eV
HOMO: -14.8517 eV

Geometry as ORCA input:
```
! RIJCOSX wB97M-V def2-TZVPD def2/J DEFGRID3
* xyz 2 1
Tc -0.47626 0.28915 0.25698
C 2.19255 0.49154 1.92929
C 1.69111 0.95547 0.58945
C 1.21083 2.28395 0.39814
C 1.19743 2.87242 -0.85979
C 1.58469 2.15105 -1.99108
C 1.90330 0.81341 -1.86117
C 1.93870 0.20981 -0.59320
H 3.23646 0.79772 2.02769
H 2.15428 -0.59299 2.02694
H 1.63522 0.94205 2.74916
H 0.99308 2.88589 1.27232
H 0.91051 3.91262 -0.94727
H 1.63858 2.63424 -2.95774
H 2.18620 0.22661 -2.72626
H 2.33864 -0.79251 -0.50303
S -0.71405 -1.27843 4.45770
As -2.11462 -0.95485 3.08781
S -0.30705 -1.72903 0.34457
S -1.50277 1.13583 1.92376
S -3.87934 -1.51000 2.37065
O -2.29434 -1.68656 -2.03598
B -1.25593 -1.23565 -2.81666
O -0.22854 -2.12730 -2.93521
C -0.63887 -3.21738 -2.18555
C 0.02871 -4.39611 -1.94494
C -0.61284 -5.29980 -1.10389
C -1.86345 -5.02808 -0.54304
C -2.53288 -3.83776 -0.80068
C -1.88397 -2.94314 -1.63134
H 0.99030 -4.60588 -2.39201
H -0.13495 -6.24501 -0.88691
H -2.32754 -5.76847 0.09331
H -3.51337 -3.62231 -0.39939
C -1.97209 2.30496 -3.41459
C -1.45548 1.12132 -2.68579
O -1.26650 0.03348 -3.39542
O -1.19403 1.16211 -1.47712
H -2.18566 2.06236 -4.45009
H -1.23481 3.10731 -3.35938
H -2.87356 2.66162 -2.91464
*
```

***

5.
Density functional theory data (the ωB97M-V functional and the def2-TZVPD basis) for a structure of composition C15H15B11Br6MgN6O2S3Sb.

## Properties
E_tot: -501027.670 eV
gap between HOMO and LUMO (alpha / beta): 7.90 / 5.71 eV
HOMO (alpha / beta): -9.3407 / -9.3406 eV
⟨S²⟩: 0.75

Geometry as ORCA input:
```
! RIJCOSX wB97M-V def2-TZVPD def2/J DEFGRID3
* xyz 0 2
Mg -0.54440 1.20691 -0.20265
N -2.45216 0.24094 3.46269
C -1.87074 -0.26180 2.37905
N -1.30057 0.71812 1.70688
C -1.59855 1.82404 2.44750
N -2.28731 1.58551 3.53075
C -1.14418 3.14860 1.99614
C -1.22411 4.28163 2.78578
N -0.78202 5.45869 2.35637
C -0.24964 5.48633 1.13897
C -0.15926 4.35668 0.34085
N -0.61572 3.18059 0.76429
H -2.94532 -0.24767 4.19206
H -1.85858 -1.30718 2.12016
H -1.65214 4.22293 3.77815
H 0.11858 6.43744 0.77719
H 0.28177 4.38788 -0.64567
S 0.29698 2.64855 -5.63288
Sb -0.34382 2.54236 -3.39431
S 1.23639 1.85916 -1.92632
S -1.88899 4.05245 -2.92619
Br 0.21188 -1.46926 -0.43624
B 2.05946 -1.70799 0.19106
B 3.23351 -2.64604 -0.78377
C 4.70610 -1.93011 -0.24901
B 3.42740 -0.82337 -0.55756
B 4.68400 -0.53308 0.76633
B 5.26808 -2.18936 1.38071
B 4.36216 -3.50503 0.40930
B 2.60831 -3.33784 0.76677
Br 1.38697 -4.84075 0.79071
B 3.85613 -3.06451 2.08695
Br 4.04326 -4.28701 3.56557
B 4.05310 -1.24157 2.30579
Br 4.42952 -0.45327 4.02852
B 2.92857 -0.42865 1.12133
Br 2.06388 1.27288 1.54993
B 2.44284 -1.96630 1.93493
Br 1.06332 -1.98341 3.29406
H 3.06085 -3.10398 -1.86259
H 3.92989 -1.95813 0.52640
H 3.37757 -0.10211 -1.49543
H 5.44821 0.36762 0.68428
H 6.40693 -2.34820 1.65951
H 4.93340 -4.49066 0.08904
O -1.40659 0.76318 -3.56491
C -2.27398 0.44341 -2.68089
N -2.24333 0.78071 -1.39453
C -3.48536 0.33133 -0.83047
O -3.84407 0.55060 0.29234
C -4.24797 -0.39495 -1.89693
C -5.46893 -1.02821 -1.87407
C -5.89007 -1.62174 -3.06406
C -5.11316 -1.56146 -4.21939
C -3.88461 -0.90363 -4.22810
C -3.48173 -0.33604 -3.03968
H -6.07036 -1.06302 -0.97538
H -6.83953 -2.13963 -3.09348
H -5.47403 -2.03099 -5.12449
H -3.27786 -0.84168 -5.12136
*
```